Entry 1:
Entry from the OMol25 dataset: 2 unconnected molecules or ions with the total composition C5H10OS (ωB97M-V/def2-TZVPD).

Its multiplicity is 1. The LUMO energy is -0.2970 eV. For the HOMO-LUMO gap, the calculation gives 8.830 eV.

Cartesian coordinates (Å):
C (-0.7301, -0.9511, -1.1412)
C (-0.0718, 0.1747, -0.4857)
C (1.3637, 0.1463, 0.0021)
C (-0.9959, 1.1196, 0.2472)
C (-0.2610, -4.2524, 1.4498)
O (-0.0370, 0.0563, -1.8984)
S (0.0683, -2.7455, 2.0046)
H (-0.2928, -1.9228, -1.3013)
H (1.7303, -0.8631, 0.2435)
H (1.4553, 0.8547, 0.8263)
H (2.1808, 0.5306, -0.7303)
H (-0.6320, 2.0685, 0.5966)
H (-1.1378, 0.7665, 1.2863)
H (-1.9104, 1.1440, -0.2584)
H (-1.1406, -4.0707, 0.8093)
H (-1.8555, -0.9316, -1.1379)
H (0.9046, -3.0485, 3.0073)


Entry 2:
Entry from the OMol25 dataset: a molecular structure, C47H42Ge2MoN4O5 (ωB97M-V/def2-TZVPD).

Its multiplicity is 2. Its expectation value of S² is 0.796. The LUMO energy (alpha / beta) is -5.0622 / -4.3414 eV. The net charge is +1. For the HOMO-LUMO gap (alpha / beta), the calculation gives 5.233 / 6.057 eV.

Cartesian coordinates (Å):
Mo (-0.3090, 0.2384, 0.4035)
O (-0.7748, 3.8560, 2.3516)
C (-0.3385, 2.9755, 1.6273)
N (-0.2776, 1.6328, 1.8960)
C (-0.4223, 1.2270, 3.2108)
C (-0.1886, 2.0051, 4.3454)
C (-0.3128, 1.4323, 5.5966)
C (-0.7142, 0.1080, 5.7320)
C (-0.9573, -0.6755, 4.6181)
C (-0.7796, -0.1340, 3.3421)
N (-0.8916, -0.7793, 2.1137)
C (-1.4720, -2.0125, 2.0692)
O (-1.9645, -2.6461, 2.9936)
C (-1.4143, -2.5668, 0.6983)
C (-1.9328, -3.8296, 0.4273)
C (-1.8475, -4.3221, -0.8604)
C (-1.2097, -3.5321, -1.8111)
C (-0.6921, -2.3044, -1.4469)
N (-0.8103, -1.7914, -0.2153)
C (0.2315, 3.2413, 0.2948)
C (0.4796, 4.5316, -0.1633)
C (1.0962, 4.6857, -1.3889)
C (1.4393, 3.5434, -2.1050)
C (1.1367, 2.2997, -1.5850)
N (0.5434, 2.1365, -0.4000)
H (0.0965, 3.0404, 4.2460)
H (-0.1003, 2.0195, 6.4763)
H (-0.8253, -0.3265, 6.7153)
H (-1.2890, -1.6946, 4.7361)
H (-2.3888, -4.3671, 1.2463)
H (-2.2610, -5.2834, -1.1225)
H (-1.1065, -3.8646, -2.8319)
H (-0.1733, -1.7040, -2.1806)
H (0.1790, 5.3697, 0.4459)
H (1.3097, 5.6665, -1.7822)
H (1.9191, 3.6274, -3.0665)
H (1.3554, 1.4034, -2.1484)
O (-2.6169, 0.9062, -0.0715)
C (-2.8481, 1.0997, -1.4774)
C (-1.4534, 1.0723, -2.1644)
O (-1.2472, 1.6637, -3.1972)
O (-0.6041, 0.3040, -1.5874)
C (-3.5774, 2.4062, -1.6916)
C (-2.8698, 3.5990, -1.6232)
C (-3.5228, 4.8056, -1.7945)
C (-4.8895, 4.8280, -2.0151)
C (-5.6016, 3.6415, -2.0724)
C (-4.9515, 2.4316, -1.9048)
C (-3.5443, -0.0762, -2.1313)
C (-3.9078, -1.2149, -1.4272)
C (-4.5433, -2.2580, -2.0823)
C (-4.8446, -2.1615, -3.4296)
C (-4.4464, -1.0388, -4.1398)
C (-3.7796, -0.0114, -3.5022)
H (-3.4400, 1.0939, 0.4015)
H (-1.8025, 3.5800, -1.4540)
H (-2.9616, 5.7271, -1.7630)
H (-5.3947, 5.7714, -2.1528)
H (-6.6655, 3.6596, -2.2542)
H (-5.5141, 1.5100, -1.9504)
H (-3.7207, -1.2938, -0.3623)
H (-4.8142, -3.1433, -1.5271)
H (-5.3876, -2.9521, -3.9267)
H (-4.6622, -0.9592, -5.1935)
H (-3.4432, 0.8542, -4.0535)
C (1.9488, -2.7580, 3.6613)
Ge (2.9924, -1.3613, 2.6816)
C (4.6983, -2.1758, 2.0210)
C (3.2957, 0.1761, 3.9331)
Ge (2.0547, -0.5979, 0.3113)
C (3.5557, 0.5538, -0.3672)
C (3.8341, 0.7153, -1.7239)
C (4.8755, 1.5134, -2.1604)
C (5.6726, 2.1786, -1.2453)
C (5.4124, 2.0382, 0.1075)
C (4.3629, 1.2442, 0.5370)
C (2.2145, -2.3632, -0.6065)
C (2.5771, -2.5050, -1.9444)
C (2.5887, -3.7411, -2.5652)
C (2.2660, -4.8817, -1.8497)
C (1.9120, -4.7684, -0.5134)
C (1.8630, -3.5235, 0.0870)
H (2.1731, -2.6604, 4.7211)
H (2.2582, -3.7483, 3.3375)
H (0.8741, -2.6634, 3.5359)
H (5.2964, -2.4942, 2.8704)
H (5.2709, -1.4701, 1.4262)
H (4.4731, -3.0428, 1.4052)
H (2.9552, -0.1111, 4.9249)
H (2.7584, 1.0750, 3.6405)
H (4.3589, 0.3999, 3.9834)
H (3.2252, 0.2193, -2.4661)
H (5.0703, 1.6097, -3.2182)
H (6.4867, 2.7993, -1.5870)
H (6.0347, 2.5455, 0.8288)
H (4.1695, 1.1485, 1.5981)
H (2.8401, -1.6375, -2.5271)
H (2.8521, -3.8133, -3.6106)
H (2.2829, -5.8471, -2.3341)
H (1.6754, -5.6544, 0.0581)
H (1.5422, -3.4494, 1.1198)


Entry 3:
Entry from the OMol25 dataset: a molecular structure, C20H23N2O3PPbS2 (ωB97M-V/def2-TZVPD).

Its multiplicity is 1. The LUMO energy is -9.9564 eV. The net charge is +2. For the HOMO-LUMO gap, the calculation gives 3.791 eV.

Cartesian coordinates (Å):
C (3.0498, -1.6874, 1.9580)
C (3.8587, -2.2354, 0.7501)
O (4.9652, -1.4135, 0.3458)
P (4.6161, -0.0404, -0.4384)
O (5.5670, 0.1080, -1.5390)
C (2.9019, 0.0309, -1.0724)
C (2.6503, -0.8793, -2.2873)
C (1.2761, -0.6388, -2.9717)
C (0.0769, -0.7958, -2.0530)
C (-0.8226, -1.8633, -2.1373)
C (-1.9205, -1.9860, -1.3050)
C (-2.2004, -1.0574, -0.3208)
C (-1.3034, 0.0100, -0.2320)
C (-0.2213, 0.1474, -1.0776)
S (-1.6245, 1.2284, 1.0541)
C (-3.4147, 1.1866, 1.0360)
C (-4.0864, 2.3531, 1.2691)
C (-5.4830, 2.4212, 1.2409)
C (-6.1382, 1.2399, 0.9804)
C (-5.4267, 0.0341, 0.7527)
N (-6.1644, -1.1563, 0.5172)
C (-6.9095, -1.4332, 1.4759)
S (-7.7683, -1.7651, 2.6992)
C (-4.0221, -0.0151, 0.7729)
N (-3.3161, -1.2047, 0.5602)
O (4.9338, 1.1750, 0.6272)
C (4.0456, 2.2887, 0.5349)
C (2.7564, 2.1336, 1.3991)
H (3.4981, -0.8052, 2.4286)
H (2.0035, -1.4972, 1.6617)
H (2.9827, -2.4605, 2.7374)
H (3.1725, -2.4974, -0.0666)
H (4.3005, -3.1857, 1.0768)
H (2.2243, -0.2750, -0.2542)
H (2.5805, 1.0454, -1.3455)
H (2.7228, -1.9537, -2.0736)
H (3.4234, -0.6629, -3.0399)
H (1.2440, 0.3764, -3.4040)
H (1.1548, -1.3142, -3.8310)
H (-0.6237, -2.6086, -2.9096)
H (-2.5439, -2.8720, -1.4471)
H (0.4332, 1.0112, -0.9410)
H (-3.4238, 3.1913, 1.4310)
H (-5.9551, 3.3871, 1.4077)
H (-7.2271, 1.2340, 0.9547)
H (-3.9666, -1.9004, 0.1961)
H (3.8204, 2.5957, -0.4960)
H (4.5901, 3.1351, 0.9780)
H (2.5796, 1.0814, 1.6561)
H (2.7801, 2.7538, 2.3011)
H (1.8638, 2.4576, 0.8225)
Pb (-2.2233, 3.5579, -0.1947)


Entry 4:
Entry from the OMol25 dataset: a single C5H9NO molecule (ωB97M-V/def2-TZVPD).

Its multiplicity is 1. The LUMO energy is 0.4980 eV. For the HOMO-LUMO gap, the calculation gives 7.595 eV.

Cartesian coordinates (Å):
C (0.4738, -1.7320, 0.8235)
C (0.6110, -0.3671, 0.2865)
C (1.2750, 0.8385, 0.4562)
O (2.0545, 1.3764, 1.2306)
C (0.6554, 1.3346, -0.9004)
N (-0.2875, 0.1403, -0.7732)
C (-1.6038, 0.3671, -0.0619)
H (-0.5509, -2.0397, 1.1002)
H (1.0850, -1.7777, 1.7251)
H (0.8493, -2.4762, 0.1074)
H (1.3593, 1.1589, -1.7240)
H (0.1591, 2.3004, -1.0334)
H (-0.3441, -0.4043, -1.6487)
H (-1.6574, -0.2347, 0.8575)
H (-2.4473, 0.1032, -0.6954)
H (-1.6315, 1.4123, 0.2501)